Below is a 3-piece molecular cluster, C19H14ClF5N3O6S overall, with properties calculated with wB97M-V/def2-TZVPD.

CARTESIAN COORDINATES (ANGSTROEM)
O1 -0.017 2.559 -0.021
S1 -1.033 1.754 -0.610
O2 -2.069 1.387 0.288
C1 -0.262 0.299 -1.351
C2 1.049 0.036 -1.265
C3 1.540 -1.107 -1.910
Cl1 3.195 -1.456 -1.848
C4 0.669 -1.929 -2.597
C5 -0.657 -1.590 -2.646
N1 -1.104 -0.504 -2.028
C6 -1.734 2.703 -2.031
F1 -2.581 3.600 -1.555
F2 -2.451 1.905 -2.857
C7 -0.654 3.408 -2.926
F3 0.365 2.585 -3.207
F4 -1.255 3.686 -4.087
F5 -0.237 4.534 -2.389
H1 1.720 0.688 -0.713
H2 0.987 -2.818 -3.129
H3 -1.373 -2.194 -3.195
H4 -2.113 -0.314 -2.087
C8 7.732 0.999 2.240
C9 6.474 1.521 1.965
C10 5.449 0.683 1.559
C11 5.698 -0.675 1.436
C12 6.949 -1.208 1.700
C13 7.969 -0.362 2.103
N2 4.612 -1.571 1.029
O3 3.523 -1.080 0.780
O4 4.849 -2.758 0.958
H5 8.529 1.656 2.563
H6 6.292 2.582 2.072
H7 4.473 1.092 1.347
H8 7.137 -2.267 1.597
H9 8.950 -0.765 2.315
C14 -6.760 -0.918 2.921
C15 -6.247 0.220 2.309
C16 -5.511 0.107 1.142
C17 -5.301 -1.151 0.600
C18 -5.799 -2.295 1.203
C19 -6.532 -2.173 2.370
N3 -4.544 -1.273 -0.644
O5 -4.099 -0.249 -1.146
O6 -4.393 -2.378 -1.122
H10 -7.339 -0.825 3.830
H11 -6.425 1.195 2.741
H12 -5.113 0.993 0.669
H13 -5.627 -3.273 0.775
H14 -6.930 -3.056 2.851

The value obtained for the lowest unoccupied orbital energy is -0.178 Eh. As for the total charge: +1. The value obtained for the HOMO energy is -12.2 eV.